Here is a molecular structure, C5H15N3 from OMol25. Energies are from ωB97M-V with the def2-TZVPD basis set.

XYZ file:
```
23
Properties=species:S:1:pos:R:3:forces:R:3:lowdin_charge:R:1
N 0.958090 1.247894 0.004608 0.67 0.44 0.49 -0.305
N 1.080603 -1.687294 -0.425227 -0.50 0.49 0.34 0.181
N 0.705551 1.838382 1.283222 -0.13 -0.03 -0.07 -0.088
C -0.045984 -1.168611 1.658215 0.37 0.27 0.00 -0.021
C 0.920425 2.259019 -1.024295 -0.02 -0.25 0.11 -0.242
C -1.883611 -1.679521 -0.784032 0.31 1.45 -0.10 -0.039
C 0.161232 -0.938044 0.198341 0.77 -0.11 -0.20 -0.421
C -0.702071 -0.075926 -0.517213 -1.67 -2.65 -0.19 -0.100
H -0.066323 2.516696 1.241660 0.07 -0.08 -0.08 0.050
H 1.731153 -2.226749 0.120937 -0.05 0.05 -0.02 0.119
H -0.539782 0.110916 -1.568292 0.15 0.27 0.11 0.094
H 1.105412 1.799251 -2.001380 -0.01 0.01 -0.03 0.053
H -0.057663 2.787914 -1.088163 0.03 0.02 0.01 0.059
H -2.064724 -2.323752 0.074160 0.17 0.09 0.09 0.022
H -2.802950 -1.169051 -1.062552 -0.09 -0.18 -0.13 0.022
H 0.526276 -0.388672 2.169547 0.02 0.10 -0.05 0.078
H 0.310720 -2.148247 1.977743 -0.03 -0.01 -0.10 0.088
H 1.517514 2.373373 1.594463 -0.03 -0.02 -0.06 0.051
H 1.365058 -1.433246 -1.357967 0.00 0.02 0.09 0.126
H 1.692470 3.036209 -0.887820 -0.05 -0.02 0.00 0.057
H -1.451911 -2.236682 -1.612255 -0.04 0.02 -0.01 0.021
H -1.375726 0.542000 0.052558 0.08 0.14 -0.05 0.103
H -1.083758 -1.035857 1.953745 0.00 -0.03 -0.17 0.092
```
Forces are in eV/Å.

Results
Spin multiplicity = 1
LUMO = 0.83 eV
Molecular weight = 117.20 g/mol